1.
102
Properties=species:S:1:pos:R:3 method="wB97M-V/def2-TZVPD" energy_ha=-2858.30392 lumo_energy_ha=0.017 relative_energy_kcal_mol=1.8 e_homo_ev=-7.71 orbital_gap_ev=8.18
H 3.49 -0.68 -2.82
H 5.12 -0.04 -2.86
H 3.25 4.22 2.03
H 4.93 -1.32 -1.07
C -4.58 -2.87 -2.20
H -1.08 2.97 -5.82
H -1.20 -3.65 2.77
C 1.93 -3.75 1.42
H -5.24 2.67 -3.66
C -0.84 2.44 -4.91
H 4.16 4.14 -2.68
C 0.31 -1.58 4.52
H -1.31 -3.65 -0.53
H -4.82 1.33 -1.64
H 0.81 -2.90 -2.61
H 0.20 -2.65 4.33
C -4.87 2.19 2.22
C 0.42 2.00 -4.66
H 4.53 -1.46 0.63
C 4.07 0.25 -2.80
H 4.22 2.66 -3.62
C -4.23 2.35 -3.43
H -5.89 2.55 2.28
H 1.38 -1.73 6.38
H -0.61 -1.22 5.00
C -5.35 -3.38 -1.16
C 4.16 -1.12 -0.33
H 1.96 3.08 2.42
H 3.80 5.18 -0.39
C -0.63 -3.89 -1.35
H 2.67 3.43 -3.28
P 0.37 -1.54 1.78
C 0.09 -2.64 -1.81
H 0.08 -4.64 -0.99
H 4.45 0.70 2.79
O 0.94 -3.01 2.14
H 1.21 2.17 -5.38
H 2.69 0.60 2.80
H 1.67 -0.23 5.49
C 1.52 -1.30 5.38
H 3.63 -0.71 2.14
H -2.69 -3.26 1.88
C -3.14 1.04 0.99
C -1.88 2.20 -3.98
H 3.60 2.75 2.93
O -0.60 3.66 -0.05
C 3.65 3.19 -2.86
H -2.28 -2.35 3.35
C -4.45 1.51 1.10
H 3.88 -4.56 1.76
H 3.83 0.79 -3.71
C -3.98 1.61 -2.26
H -4.62 -3.32 -3.18
H 3.28 -1.71 -0.60
O 0.72 -1.99 -0.75
H 3.65 -2.97 2.48
C -0.05 2.75 0.31
H 1.73 1.04 -3.27
H 2.41 -1.74 4.94
H -4.41 -1.26 1.29
H -3.36 3.17 -5.19
C -4.00 2.42 3.27
P -2.47 0.14 -0.45
C 3.24 3.09 -0.40
C -2.70 1.94 3.20
C -3.68 -1.19 -0.73
C -4.45 -1.70 0.31
Cd 0.30 0.14 -0.60
H -5.88 -3.18 0.90
C -5.28 -2.80 0.09
C 2.90 4.56 -0.46
H -3.15 -1.39 -2.80
H 2.91 -4.39 3.23
H 2.24 4.86 0.34
C -1.60 1.50 -2.77
C 3.54 1.04 0.87
C 3.80 0.35 -0.32
H -5.16 1.32 0.30
C -3.75 -1.78 -1.99
C -1.87 -2.85 2.47
C 0.70 1.34 -3.44
H -0.66 -1.97 -2.30
H 1.47 -4.72 1.20
H -4.33 2.95 4.15
H 2.41 4.81 -1.40
C 3.54 2.40 -1.58
C -3.19 2.63 -4.27
O -1.20 -1.90 1.65
O 0.45 -0.88 3.28
H -6.00 -4.23 -1.33
C 3.26 2.42 0.82
C 3.78 1.03 -1.54
C -2.28 1.25 2.07
C -0.25 1.10 -2.49
H 2.12 -3.25 0.47
C -2.71 1.21 -1.91
H -2.01 2.09 4.02
C 3.01 3.16 2.11
H -1.21 -4.35 -2.15
C 3.16 -3.92 2.27
H -1.27 0.86 2.03
C 3.58 0.37 2.21

2.
99
Properties=species:S:1:pos:R:3 method="wB97M-V/def2-TZVPD" energy_ha=-1940.67974 lumo_energy_ha="-0.228 / -0.243" relative_energy_kcal_mol=0.0 e_homo_ev="-12.23 / -12.54" orbital_gap_ev="6.02 / 5.93" multiplicity=5 total_charge=+2
C 1.35 4.93 4.68
C -2.08 -1.97 3.37
H 4.77 -1.54 -1.95
H -1.82 -3.47 -4.71
H -0.20 5.90 -2.46
C -1.29 -5.05 0.47
H 1.70 0.86 -2.64
C 3.24 -2.13 -0.69
C -2.00 -3.69 -3.65
C 1.52 3.79 3.89
C -0.29 2.43 5.08
H -0.07 2.35 8.46
C -1.82 -2.74 0.95
H 2.82 0.53 0.78
C -0.50 2.25 7.47
C -3.85 -1.46 1.66
H 2.78 -1.87 -3.26
C -0.87 -3.14 -2.78
H -2.36 -1.11 3.98
H -0.42 4.70 -3.74
H -2.07 -4.77 -3.54
H -2.01 1.83 3.94
H -0.82 -2.06 -2.92
C 0.74 3.57 -1.51
C -0.80 5.04 -2.77
H 1.70 -1.57 0.74
C 2.63 3.70 3.05
C 0.29 2.02 2.76
C -1.79 1.77 7.31
H 4.92 -0.04 -0.16
H -2.35 4.74 -0.50
H 1.29 -3.45 -2.57
H 0.47 5.03 5.30
C 3.39 5.85 3.81
C -2.34 0.68 -2.18
N 3.89 -1.15 -1.63
H -0.74 -5.52 -1.53
H -1.90 -4.32 2.38
C -2.43 -0.64 -1.72
H 4.56 0.84 -1.65
C 0.25 2.59 6.36
C 2.82 0.63 -0.31
C -2.64 2.73 -3.00
H 0.71 -3.37 -4.25
H 4.12 6.65 3.79
C -0.73 3.94 -1.71
H 0.87 2.84 -0.70
H 3.89 -2.22 0.17
H 0.44 -4.81 -3.29
C -3.15 1.43 -3.02
C 0.51 2.74 3.89
C -2.34 1.62 6.04
C -1.14 -3.42 -1.31
C -2.35 -1.68 1.90
H -1.82 5.40 -2.92
H -2.66 -2.82 3.73
C 3.00 -0.90 -2.82
C 0.47 -3.72 -3.24
H 0.84 -0.68 -2.67
N 1.71 -0.18 -0.83
H -0.75 5.34 -0.05
C 1.84 -1.57 -0.34
H 1.05 -2.17 -0.78
Os -0.49 0.56 0.05
H -3.99 1.07 -3.58
H -2.38 1.53 8.19
H -2.97 -3.27 -3.38
H 2.77 2.82 2.44
H -3.18 -1.32 -2.13
C -1.53 -2.43 -0.39
H -3.35 1.26 5.93
N -1.33 1.50 -1.65
H 2.65 1.67 -0.55
H 1.27 2.94 6.48
C 0.05 1.40 1.69
C 3.57 4.72 3.02
C 1.74 -0.18 -2.30
H -1.84 -0.73 1.68
H 1.18 3.18 -2.44
C -1.30 4.46 -0.39
H 3.56 -0.30 -3.53
C -1.59 1.93 4.93
H -4.06 -1.18 0.62
H 4.44 4.64 2.39
H 2.13 6.84 5.24
C -1.54 2.74 -2.14
H -1.20 -6.07 0.81
H -1.24 3.70 0.39
H -4.40 -2.38 1.87
C -1.68 -4.06 1.36
H 1.31 4.46 -1.22
H 3.18 -3.09 -1.21
N -1.59 -1.06 -0.80
H -4.24 -0.68 2.30
C 2.27 5.96 4.63
H -1.02 -2.18 3.56
C 4.16 0.15 -0.91
C -1.03 -4.73 -0.85
H -3.02 3.57 -3.56

3.
100
Properties=species:S:1:pos:R:3 method="wB97M-V/def2-TZVPD" energy_ha=-1986.83276 lumo_energy_ha=-0.043 e_homo_ev=-6.21 orbital_gap_ev=5.04
C 1.26 6.03 -0.56
C 0.09 0.62 2.80
H -4.35 -3.80 -1.42
H 5.84 3.25 -2.96
C 1.55 0.56 4.71
C -3.08 4.80 -2.89
C 4.20 -0.12 -0.60
N -0.38 1.82 -1.00
H -5.60 -2.67 -1.93
C -1.59 2.47 -1.02
H 2.31 1.12 4.15
C -0.65 -3.04 0.13
H 1.52 5.05 -2.46
H 0.03 5.99 -2.33
C -5.28 -3.32 -1.12
C -1.14 -6.26 -0.61
H -2.04 5.88 -1.36
C -5.59 0.62 -0.41
C -4.04 -1.42 -0.06
C 2.57 1.37 -0.94
H 1.73 -0.50 4.55
H 5.09 -2.34 -1.97
H -6.32 0.08 0.19
C 2.47 -5.05 0.47
H 4.70 3.20 -0.74
C -3.00 0.52 -0.52
H 1.81 6.92 -0.88
C 5.08 2.49 -2.74
C -2.64 -1.61 -0.10
H -1.85 -5.63 -1.14
C 1.93 2.59 -1.19
H 5.49 -1.52 0.37
N 0.29 -2.08 -0.15
H 4.13 2.83 -3.14
H -0.76 -0.94 4.77
H -6.00 -2.04 0.46
H -0.06 2.76 5.41
H -0.29 -6.43 -1.27
C -2.00 -2.83 0.15
H -6.19 -0.33 -2.26
H -1.54 -5.45 1.35
H 5.36 1.57 -3.25
H 2.10 -6.05 0.26
C -0.93 0.12 4.93
C 2.93 -0.73 -0.44
H -3.54 3.82 -3.05
H 6.30 -0.10 -0.28
H 3.92 -5.74 1.91
H 0.65 3.01 3.81
H -0.94 0.32 6.00
H -3.68 2.49 -0.83
N 1.94 0.19 -0.67
H -5.51 1.63 -0.02
H 3.61 -2.65 0.05
C -2.47 4.89 -1.49
C -2.80 1.87 -0.80
H -1.91 0.38 4.52
H -2.32 4.94 -3.65
H 0.02 -6.26 1.20
H -3.25 4.76 -0.74
Au -0.04 -0.10 -0.44
C -4.27 -0.08 -0.32
C -1.39 3.87 -1.31
C -0.10 2.45 4.36
H 3.47 -4.04 2.11
N -2.02 -0.43 -0.40
H -6.04 -4.08 -0.95
C 1.51 -2.68 0.00
H -1.08 2.70 3.96
H 5.95 1.96 -0.84
H 6.82 -2.08 -1.67
C 3.97 1.20 -0.92
C 1.34 -4.07 0.32
H 1.67 0.78 5.77
H -1.61 -7.22 -0.40
H 1.94 5.38 -0.01
C 0.15 0.94 4.22
C -0.68 -5.60 0.69
C -5.06 -2.50 0.16
C 2.73 -2.07 -0.12
H 2.56 3.44 -1.35
C -6.08 0.67 -1.86
H 0.46 6.34 0.11
H 2.36 -5.30 2.63
H 3.24 -4.81 -0.27
H -2.63 -3.66 0.41
C 5.85 -1.59 -1.76
H -4.74 -3.16 0.97
H -5.36 1.20 -2.49
C 0.69 5.31 -1.79
C 0.03 0.36 1.63
H -3.85 5.56 -3.02
H 5.90 -0.90 -2.61
C 0.00 -4.30 0.41
H -7.04 1.18 -1.92
C -0.05 4.06 -1.44
C 4.98 2.26 -1.23
C 3.09 -5.03 1.87
C 0.58 2.78 -1.21
C 5.52 -0.83 -0.48

4.
114
Properties=species:S:1:pos:R:3 method="wB97M-V/def2-TZVPD" energy_ha=-9088.30714 lumo_energy_ha="-0.257 / -0.254" relative_energy_kcal_mol=129.5 e_homo_ev="-10.95 / -10.95" orbital_gap_ev="3.96 / 4.04" multiplicity=3 total_charge=+2
C 1.21 -3.15 -2.45
O -0.08 -1.57 2.04
C 1.98 4.77 -4.26
H 4.04 -3.68 7.85
H -0.13 -1.36 -6.36
H -0.91 -3.37 -4.52
C -0.62 -0.96 -5.53
C -1.68 1.53 4.07
B -1.20 0.84 -1.34
N -1.81 -0.36 -3.23
H 0.97 2.25 -6.36
Mo -2.16 1.61 0.98
C -3.30 5.12 -3.13
H 3.05 4.74 -4.60
S -3.45 2.74 -0.97
C -1.96 -1.69 -5.31
N -3.45 3.92 2.55
C -5.55 -1.84 -1.57
C -3.29 -0.58 -1.32
H 1.20 -3.24 0.56
H 2.10 -4.57 -0.29
H -3.97 -1.98 -6.27
H 2.12 2.23 2.24
H 3.50 -0.74 0.38
H -0.97 5.00 -4.54
H 3.48 -1.96 -2.91
N -1.64 0.77 2.94
C -3.16 -3.08 2.82
C -2.75 -1.01 4.12
H -4.24 -2.55 -3.86
N 0.52 -0.84 -1.18
H -3.37 5.77 -2.27
S -3.75 -0.05 0.26
C 1.95 0.69 0.69
H -3.26 5.70 -4.04
C -3.64 -1.79 -3.33
H 3.26 2.11 -4.45
S 3.22 -1.77 6.15
H -0.08 2.89 3.50
C -2.10 3.07 -2.04
S -0.03 2.58 0.76
C -2.02 -0.57 3.00
Br -4.20 -3.13 5.38
C -1.30 -1.60 2.24
C 2.10 -3.48 -0.02
H 1.98 5.00 -3.15
C -2.80 -0.18 5.29
H 1.51 -2.87 -3.45
C 1.25 3.30 -6.15
H -4.18 4.44 -3.08
C -3.27 -2.32 3.97
C 2.74 1.68 1.51
H 2.99 -3.28 0.61
N -0.02 2.22 -2.94
H -3.69 -3.98 2.66
H 6.48 -0.61 9.19
H 3.79 -3.57 -2.42
C 4.72 -1.28 10.14
C 2.14 -2.62 -1.33
H 4.29 -2.21 -1.35
N -1.12 2.12 -2.16
C -3.04 -1.40 -6.33
H 1.67 1.28 -4.43
H 5.20 0.75 9.42
C 4.28 -1.74 7.49
C 2.20 2.16 -4.10
N -2.21 -0.12 -1.93
C 1.33 3.36 -4.59
C -4.14 -1.44 -2.10
C 0.67 1.10 0.25
C 5.40 -0.31 9.18
H -6.28 -1.05 -1.67
N 0.07 0.37 -0.72
H -5.83 -2.79 -2.06
H -3.29 -0.33 -6.18
C 4.94 -2.72 9.65
H -2.14 1.66 6.14
H -1.66 3.71 3.70
H 0.13 -1.08 -4.76
H -0.79 0.10 -5.56
H 6.00 -2.82 9.62
C -1.00 4.22 -3.82
C -3.25 2.97 1.92
C 3.52 -2.60 -2.03
H 4.48 -3.48 10.27
H 0.51 3.99 -6.60
C -1.00 2.88 4.07
N 4.36 -2.79 8.30
H -5.46 -1.96 -0.51
N 4.94 -0.60 7.84
H 3.60 -1.13 10.26
H -1.22 -3.53 -6.14
H -2.55 -3.82 -5.06
H 0.16 -2.88 -2.29
C 2.43 -0.49 0.15
H 3.57 1.26 2.07
H -2.64 -1.63 -7.32
H 1.64 5.64 -4.81
Br -2.09 -3.46 0.24
H 4.86 0.19 7.16
C -2.23 -2.68 1.89
H 1.26 -4.22 -2.58
H 5.14 -1.19 11.15
H 3.18 2.48 0.88
C 0.03 3.22 -3.78
H 2.33 3.51 -6.55
C 1.68 -1.20 -0.81
C -2.45 -1.25 -3.91
H -3.23 -0.52 6.23
C -1.66 -3.19 -5.25
H 2.31 2.07 -3.03
C -2.10 4.13 -3.01
C -2.26 1.05 5.23
H -0.82 3.12 5.16